## w
Entry from the Open Molecules 2025 dataset: C4H5ClF2 in the gas phase (ωB97M-V/def2-TZVPD).

Output
HOMO-LUMO gap ... 8.475 eV
Net charge ... 0
E_LUMO ... -1.2 eV

Bonds (Å) are listed after each position.
Atoms and positions in Å:
1 C 0.8529 0.7841 -0.7579  C3 1.527, H8 1.111, H9 1.092, H11 0.998
2 C -1.7935 -0.7427 0.6783  C4 1.483, Cl7 1.714
3 C 0.2039 -0.5838 -0.5611  C1 1.527, C4 1.506, H10 1.039, H12 1.036
4 C -0.3404 -0.4975 0.8407  C2 1.483, C3 1.506, F5 1.432, F6 1.340
5 F 0.2165 -1.5670 1.6139  C4 1.432
6 F 0.0277 0.5881 1.5349  C4 1.340
7 Cl -2.7463 0.6276 1.0678  C2 1.714
8 H 1.1197 1.0714 -1.7978  C1 1.111
9 H 0.2316 1.5254 -0.2512  C1 1.092
10 H 0.9339 -1.3150 -0.6686  C3 1.039
11 H 1.7721 0.8648 -0.3773  C1 0.998
12 H -0.4781 -0.7555 -1.3218  C3 1.036

## x
Entry from the Open Molecules 2025 dataset: C4H5ClF2 in the gas phase (ωB97M-V/def2-TZVPD).

Output
HOMO-LUMO gap ... 10.628 eV
Net charge ... 0
E_LUMO ... 0.7 eV
SMILES ... C/C=C(\Cl)C(F)F

Bonds (Å) are listed after each position.
Atoms and positions in Å:
1 C -2.7724 -0.6524 -0.0278  C2 1.522, H5 1.080, H6 1.141, H7 1.062
2 C -1.2921 -0.9963 -0.1134  C1 1.522, C3 1.369, H8 1.102
3 C -0.1856 -0.1910 -0.0989  C2 1.369, C4 1.456, Cl12 1.776
4 C 1.1689 -0.7241 -0.1258  C3 1.456, H9 1.137, F10 1.377, F11 1.359
5 H -2.7807 0.3706 0.3200  C1 1.080
6 H -3.3427 -0.5904 -1.0139  C1 1.141
7 H -3.2946 -1.3077 0.6252  C1 1.062
8 H -0.9396 -1.9945 -0.4208  C2 1.102
9 H 1.1720 -1.8126 -0.4559  C4 1.137
10 F 1.9149 0.0169 -1.0145  C4 1.377
11 F 1.7587 -0.6681 1.0975  C4 1.359
12 Cl -0.3170 1.5634 0.1408  C3 1.776

It is w that is the least stable of them.

## w
Entry from the Open Molecules 2025 dataset: C3H3NO2S in the gas phase (ωB97M-V/def2-TZVPD).

Output
HOMO-LUMO gap ... 8.630 eV
Net charge ... 0
E_LUMO ... 0.7 eV
SMILES ... Oc1ncsc1O

Bonds (Å) are listed after each position.
Atoms and positions in Å:
1 C -1.2525 0.6235 -1.0875  N4 1.299, S7 1.714, H8 1.115
2 C 0.4017 0.4044 0.3037  C3 1.570, N4 1.294, O5 1.381
3 C 0.0407 -1.0965 0.0161  C2 1.570, O6 1.391, S7 1.704
4 N -0.3469 1.2164 -0.3701  C1 1.299, C2 1.294
5 O 1.4799 0.8740 1.0267  C2 1.381, H9 0.980
6 O 0.7239 -2.1433 0.6269  C3 1.391, H10 0.928
7 S -1.2373 -1.0900 -1.1106  C1 1.714, C3 1.704
8 H -1.9011 1.1800 -1.8036  C1 1.115
9 H 1.1021 1.7766 0.9767  O5 0.980
10 H 0.9895 -1.7452 1.4218  O6 0.928

## x
Entry from the Open Molecules 2025 dataset: C3H3NO2S in the gas phase (ωB97M-V/def2-TZVPD).

Output
HOMO-LUMO gap ... 8.425 eV
Net charge ... 0
E_LUMO ... -0.6 eV
SMILES ... O=CN(C=O)C=S

Bonds (Å) are listed after each position.
Atoms and positions in Å:
1 C -0.6996 -0.2809 1.1457  H4 1.088, N7 1.414, O8 1.207
2 C 0.9463 1.0045 0.0188  H5 1.114, N7 1.367, S10 1.638
3 C -0.3162 -0.7912 -1.1539  H6 1.083, N7 1.420, O9 1.188
4 H -0.3798 0.3345 1.9840  C1 1.088
5 H 1.0269 1.3800 1.0648  C2 1.114
6 H -1.0940 -1.4674 -0.8206  C3 1.083
7 N 0.0889 -0.0596 -0.0067  C1 1.414, C2 1.367, C3 1.420
8 O -1.6209 -1.0604 1.1839  C1 1.207
9 O 0.1445 -0.6443 -2.2388  C3 1.188
10 S 1.9039 1.5848 -1.1772  C2 1.638

It is w that is the least stable of them.